Entry 1:
C10H13IP | ωB97M-V with the def2-TZVPD basis set

XYZ file:
```
25
Properties=species:S:1:pos:R:3:lowdin_charge:R:1
H 3.75870 0.63357 -0.47455 0.1049
H -1.69292 -1.86300 1.36941 0.1175
H 2.58039 -0.99606 1.69489 0.0685
I 2.62666 -2.52520 -1.05711 0.5293
C 2.86567 1.23941 -0.29894 -0.2655
H 1.68155 1.89039 1.37757 0.1156
H 3.10176 2.27227 -0.55598 0.1205
H -4.15345 -1.92635 1.54605 0.1262
C -4.47141 -1.34871 -0.50575 -0.0527
C 1.70345 0.72588 -1.14384 -0.4143
H 1.03898 -0.25775 2.12962 0.0758
C -3.88714 -1.00945 -1.71101 -0.0337
C 2.42843 1.12579 1.16032 -0.2445
H -4.48273 -0.77220 -2.57902 0.1267
C -2.30526 -1.62318 0.51832 -0.0700
H -5.54813 -1.37158 -0.42710 0.1242
C -3.70477 -1.65879 0.60172 -0.0357
C 1.82995 -0.26885 1.37633 -0.3867
C -1.86195 -1.27373 -0.70135 0.0521
H -2.01937 -0.68960 -2.77153 0.1293
H 1.96955 0.52274 -2.18070 0.0768
H 3.27139 1.27913 1.83261 0.1198
C -2.48763 -0.95561 -1.84085 -0.0432
H 0.87506 1.43977 -1.13396 0.0863
P 1.13009 -0.79957 -0.26556 0.5728
```

Output
- Maximum force: 1.154 eV Å⁻¹
- Frontier orbital gap (alpha / beta): 0.2417 / 0.2414 Eh
- Net charge: +1
- ΔE to the lowest compared entry with this formula, charge and spin: 13.5 kcal/mol
- Total energy: -27961.5518 eV

---

Entry 2:
C13H24F6O6P2S | ωB97M-V with the def2-TZVPD basis set

XYZ file:
```
52
Properties=species:S:1:pos:R:3:lowdin_charge:R:1
F 0.22168 -1.48024 -3.20698 0.1796
H 4.17513 1.67297 1.30584 0.1077
H 0.47267 -3.14546 2.28280 0.0800
H 4.21977 2.14236 -1.71593 0.0783
F 8.26897 0.72530 -0.44653 0.1728
O 5.97148 1.75887 0.36045 0.0353
C -2.40535 -0.88821 1.35072 -0.3532
H -2.74726 2.91030 -4.30054 0.0846
H -2.82802 -4.27570 2.03547 0.0898
H -4.00374 -0.32313 -0.10998 0.0459
F 0.52780 0.57330 -2.67414 0.1743
H -2.65138 -5.37115 3.40350 0.0908
P -1.35594 -1.50190 2.76942 0.7937
C 3.83959 1.66716 -0.81038 -0.0838
H -4.04282 -1.46631 3.31999 0.0287
C 8.19754 2.04496 -0.28868 -0.5707
C -0.61992 -3.15980 2.23158 -0.4191
H 1.26364 -0.88422 3.89076 -0.0428
C -0.30150 -0.45642 -2.53326 -0.5736
O -1.64209 0.49309 -4.19797 0.0417
O -1.04478 -4.18170 3.09730 -0.2455
H 2.77758 1.89193 -0.72039 0.0567
H -3.60388 -0.01113 -4.69280 0.1254
C -1.70535 -0.13257 -3.03147 -0.3944
H -3.69229 1.97935 -3.14928 0.0773
H 3.96198 0.59047 -0.93568 0.0818
H -2.71136 0.95094 -5.85956 0.1261
O -2.70875 -0.43313 -2.46247 0.1658
H -2.70552 -1.77582 0.77921 0.0943
C 4.58640 2.14493 0.41489 -0.2005
H -5.46263 -0.70912 2.62103 0.0803
C -3.46986 2.09823 -4.21006 -0.0568
C -4.43385 -0.51902 2.94183 -0.0617
H -4.48781 0.21609 3.74993 0.0763
C -2.90706 0.82051 -4.79666 -0.1963
C 6.75986 2.54746 -0.35788 -0.4084
F 8.74481 2.33660 0.89163 0.1730
H -2.95330 -3.65112 3.74172 0.0628
C -3.60456 0.00253 1.75196 -0.4582
H -0.88782 -3.32925 1.17783 0.0930
P 0.40319 -0.22244 2.96472 0.1701
C -2.45149 -4.35029 3.06534 -0.1361
S 1.28353 -0.09774 1.19650 0.0694
H -1.75072 -0.27506 0.71249 0.0498
O -4.48135 0.06167 0.61678 -0.0501
H -3.23792 1.02267 1.91641 0.1321
H -4.38697 2.38289 -4.72503 0.0839
O 6.41402 3.52388 -0.94289 0.1756
F 8.95221 2.59818 -1.22519 0.1782
F -0.31940 -0.78406 -1.25407 0.1019
H 0.06577 1.04472 3.51219 -0.0517
H 4.49711 3.22360 0.54551 0.1258
```

Output
- Maximum force: 2.243 eV Å⁻¹
- Frontier orbital gap: 0.3197 Eh
- Net charge: 0
- SMILES: COCP(C[C@H](C)O)[PH2]=S.CCOC(=O)C(F)(F)F.CCOC(=O)C(F)(F)F
- Total energy: -71872.2880 eV

---

Entry 3:
C35H36F9N8O7SSbSn | ωB97M-V with the def2-TZVPD basis set

XYZ file:
```
98
Properties=species:S:1:pos:R:3:lowdin_charge:R:1
H 1.06003 -1.62331 2.45539 0.0679
F 3.88786 1.84600 1.30178 0.1564
H 0.85629 -2.60385 -3.58680 0.1064
C 1.59798 4.27784 -2.28638 -0.0126
C 0.82492 4.82220 -1.12644 -0.2876
C -0.33245 4.46502 0.82461 -0.4046
H 0.55342 -4.82622 -2.19561 0.1393
N 0.39187 3.97954 -0.17586 -0.0484
H -1.09883 0.61307 6.97810 0.1269
F 2.95777 4.65240 4.31635 0.2139
H 0.64770 -0.88410 -3.21969 0.0864
H -6.07472 -5.52585 -4.08105 0.0894
H -0.75432 -5.39366 -1.15474 0.1217
C 0.24993 -1.87833 -3.04297 0.0391
H -2.10608 0.34114 -3.22701 0.0801
C 2.74428 1.96509 3.80968 -0.5523
F 2.19527 5.35263 2.42718 0.1879
Sb -1.18958 3.10715 2.33902 1.7631
C 2.34130 2.97915 2.68991 -0.2785
Sn 0.89130 1.62259 -0.10116 1.5859
O -2.80666 -3.26658 1.45487 0.1005
C 0.65103 -1.86154 3.43609 -0.0153
O -1.75803 -5.02622 0.73328 0.0988
C -1.14285 1.63023 5.08590 -0.0891
C 2.63249 -1.61115 -1.28022 -0.3426
C -1.84391 1.23933 -2.67210 -0.0084
H -4.17771 -3.95013 -4.75011 0.1057
H 1.03903 4.42751 -3.21136 0.1028
H 3.98725 -4.09396 -2.01852 0.1077
H 3.47288 -3.94179 -0.32743 0.1017
C -0.81893 1.44534 3.75995 -0.4190
H -0.75868 1.35902 -2.65383 0.0571
N -2.00544 -3.83672 0.73428 -0.3554
C -0.66277 5.79265 0.97848 -0.0895
H 5.54419 0.76545 -1.82001 0.1327
C -0.01162 -0.65380 4.02619 -0.3001
C -4.10767 -4.69051 -3.95484 -0.2730
F 3.11831 3.71808 0.56753 0.1514
C -3.64096 0.59796 -1.02564 0.0087
H -1.01112 -4.16354 -3.95572 0.1011
C -1.07154 -1.60796 0.09582 -0.0326
C -3.47816 1.34799 1.23888 -0.0872
C 4.92221 -1.23440 -1.49248 0.0030
C 2.11081 4.38334 3.33795 -0.5464
O 1.20909 2.54417 2.05695 -0.4223
O 1.67837 -2.53172 -1.18719 0.0892
H -4.15243 0.07176 -1.82063 0.1272
H 0.92555 6.85060 -1.80662 0.1336
H -5.12126 0.18898 0.46948 0.1272
H 1.45762 -2.19788 4.08642 0.0932
N -0.19803 -1.10304 -0.72015 0.1090
C 3.38019 0.58444 -1.51866 -0.4944
C -0.19052 6.67718 0.01159 -0.0104
H 5.16872 -3.67471 -0.76065 0.1029
N 3.88712 -2.11560 -1.27584 -0.0159
N -0.48339 -3.35301 -1.16880 0.0620
F 1.87818 2.05119 4.82440 0.1801
H -1.26126 6.13500 1.81131 0.1060
C -1.25300 -2.98749 -0.12776 -0.1276
F 2.68234 0.71399 3.33814 0.1649
C 3.51578 3.08253 1.67582 -0.5621
C -4.17412 0.66239 0.24653 -0.0181
H -1.57443 2.54904 5.45646 0.1082
C 0.28753 -2.17601 -1.55929 -0.4230
C 4.14098 -3.55015 -1.08810 0.0309
C -0.87541 0.55002 5.92117 -0.0231
S -3.00597 -3.95744 -2.73956 0.6905
H -1.56657 -1.02685 0.85938 0.1197
H -5.97901 -4.12050 -3.01591 0.0862
H -0.05956 -2.68543 3.33853 0.0897
N -0.30763 0.37706 3.22105 0.1077
N 2.37532 -0.34305 -1.37095 0.1300
H -2.25841 2.09427 -3.21075 0.1018
O -3.38622 -4.36461 -1.41056 -0.2803
C -0.30076 -0.58652 5.38900 0.0075
C -0.46869 -4.62887 -1.86960 -0.1149
H -3.88508 1.44336 2.23777 0.1094
C -1.39766 -4.68732 -3.08274 -0.1937
H -3.61019 -5.58105 -4.33855 0.1010
C -2.41187 1.20328 -1.28786 -0.3281
C 4.72417 0.08615 -1.64740 0.0580
C -5.45996 -5.02152 -3.33772 -0.1025
H -0.05880 -1.42713 6.02556 0.1307
H 5.90525 -1.68244 -1.52858 0.1452
H -5.34613 -5.67558 -2.47651 0.0799
F 0.86183 4.43569 3.85235 0.0971
O -2.89158 -2.53572 -3.00584 -0.3357
H -1.56142 -5.73360 -3.33840 0.1145
F 3.96605 2.16067 4.28246 0.2047
H 1.81428 3.21766 -2.17414 0.0200
H -0.77919 -1.92725 -3.38988 0.0682
F 4.57239 3.70817 2.16360 0.2174
O 3.05569 1.78227 -1.48975 -0.1185
C -2.25563 1.90579 0.90943 -0.4453
H -0.40876 7.73432 0.08836 0.1286
H 2.54825 4.80153 -2.38973 0.1085
C 0.54910 6.18628 -1.04057 0.0149
N -1.72694 1.81959 -0.31831 -0.0426
```

Output
- Maximum force: 0.806 eV Å⁻¹
- Frontier orbital gap (alpha / beta): 0.1886 / 0.2792 Eh
- Net charge: +2
- Total energy: -110777.1723 eV

---

Entry 4:
C16H19F3NP2STi | ωB97M-V with the def2-TZVPD basis set

XYZ file:
```
43
Properties=species:S:1:pos:R:3:lowdin_charge:R:1
C 3.37864 2.60082 2.49911 0.0530
F -0.53995 2.50272 4.90927 0.1663
C -0.71334 -2.17927 -1.40267 -0.3660
C -1.47074 -2.36046 1.44265 -0.1960
H 2.83522 3.86202 4.16065 0.1618
C -1.01114 -3.46992 -1.83732 -0.0474
H 1.64714 -2.98483 1.62125 0.0718
F -0.81833 4.16086 3.55963 0.1664
H -1.88648 -3.34582 1.20436 0.0843
C 2.89167 1.73576 1.53684 -0.0316
H 3.53954 1.24712 0.80266 0.1522
H 4.43492 2.81704 2.54669 0.1478
H -1.10384 -2.38655 2.47551 0.0763
C -1.37010 -1.33447 -3.57575 -0.0480
C 0.09596 3.49213 4.27149 -0.6193
N 1.58025 1.45269 1.45969 -0.1368
H 2.05829 -2.98131 -0.11633 0.0739
H -2.02900 -2.79584 -4.99523 0.1404
H -1.51431 -0.51058 -4.26381 0.1228
F 0.64750 4.29754 5.14723 0.2240
C 1.12474 2.88713 3.31595 -0.0435
P -0.53392 0.63908 -1.79864 0.8518
P -0.09843 -1.95547 0.31188 0.8520
H -1.70938 -4.69923 -3.44652 0.1395
C -2.12374 1.52939 -1.72156 -0.1960
C -1.48253 -3.69279 -3.12510 0.0073
Ti 0.30935 0.43294 0.46883 0.7700
C 2.48292 3.18112 3.39677 0.1195
H -0.87610 -4.31243 -1.17118 0.1224
C -0.89571 -1.09253 -2.28634 -0.3654
H 0.89554 -4.16089 0.52828 0.0811
H -1.94116 2.60142 -1.58187 0.0763
C -1.66126 -2.62498 -3.99206 0.0053
C 0.68734 2.00800 2.32616 -0.5512
H -0.04621 1.44972 -4.03558 0.0810
H -2.68285 1.39823 -2.65464 0.0842
H -2.27451 -1.61359 1.36537 0.0630
C 1.25364 -3.13006 0.60956 -0.1915
H -2.73983 1.15817 -0.88927 0.0631
H 0.73728 2.43538 -2.78772 0.0718
C 0.49149 1.40984 -3.08343 -0.1915
H 1.41623 0.84363 -3.22762 0.0739
S -0.98481 1.48826 2.03284 0.8809
```

Output
- Maximum force: 2.335 eV Å⁻¹
- Frontier orbital gap: 0.2417 Eh
- Net charge: +3
- ΔE to the lowest compared entry with this formula, charge and spin: 5.9 kcal/mol
- Total energy: -79043.4207 eV